The following is a quantum chemistry calculation of 2 unconnected molecules or ions with the total composition C3H8BN, from the Open Molecules 2025 dataset.

Last columns: bonded neighbours and bond lengths (Å).
CARTESIAN COORDINATES (ANGSTROEM)
1 B -1.23 -0.42 0.17  C2 1.589, N5 1.348
2 C 0.11 -1.17 -0.25  B1 1.589, C3 1.588, H7 1.143, H8 1.050
3 C 1.20 -0.05 0.02  C2 1.588, C4 1.515, H9 1.047, H10 1.122
4 C 0.41 1.24 0.03  C3 1.515, N5 1.466, H11 1.084, H12 1.082
5 N -1.02 0.91 0.16  B1 1.348, C4 1.466, H13 1.016
6 H -3.31 -1.89 -0.84  no bonds
7 H 0.41 -2.12 0.31  C2 1.143
8 H 0.24 -1.52 -1.23  C2 1.050
9 H 1.56 -0.26 0.98  C3 1.047
10 H 2.01 -0.18 -0.75  C3 1.122
11 H 0.64 2.08 0.67  C4 1.084
12 H 0.57 1.76 -0.90  C4 1.082
13 H -1.67 1.60 0.52  N5 1.016

- spin multiplicity = 1
- frontier orbital gap (alpha / beta) (eV) = 10.04 / 7.54
- lowest unoccupied orbital energy (alpha / beta) (eV) = 0.27 / -0.05
- total energy (eV) = -5402.943